C39H102N12O15 | ωB97M-V/def2-TZVPD

Cartesian coordinates (Å):
1 C 7.4295 -0.6456 -9.4348
2 O 7.4335 0.6079 -8.7635
3 C 7.8558 0.5355 -7.3910
4 C 7.9116 1.9810 -6.7448
5 N 8.0617 1.7586 -5.2746
6 C 8.3831 3.0050 -4.5470
7 C 7.2992 4.2018 -4.5925
8 O 7.2462 4.8209 -5.8674
9 C 8.4721 5.4806 -6.2168
10 H 8.4319 -0.9072 -9.7737
11 H 6.9419 -0.4761 -10.3948
12 H 6.9183 -1.4860 -8.9653
13 H 8.8881 0.2210 -7.2377
14 H 7.0469 -0.0130 -6.9083
15 H 6.9596 2.4787 -6.9291
16 H 8.6036 2.6125 -7.3019
17 H 7.2214 1.4901 -4.7827
18 H 9.3832 3.2530 -4.9024
19 H 8.4242 2.8097 -3.4755
20 H 7.5545 4.9506 -3.8426
21 H 6.3733 3.7555 -4.2296
22 H 9.3826 4.8912 -6.3252
23 H 8.7064 6.2658 -5.4980
24 H 8.3006 5.9587 -7.1812
25 C 0.2828 12.1358 3.7102
26 O -0.7921 11.5248 4.4446
27 C -0.6826 10.0398 4.4603
28 C -1.0903 9.4618 3.1280
29 N -0.5466 8.0620 3.0522
30 C 0.8330 7.9894 2.6111
31 C 1.5232 6.6516 3.1366
32 O 1.5681 6.6775 4.5871
33 C 2.4985 5.6644 5.0145
34 H 1.2180 11.9087 4.2221
35 H 0.1281 13.2146 3.7306
36 H 0.3518 11.8540 2.6596
37 H -1.3794 9.7366 5.2417
38 H 0.2875 9.8048 4.8984
39 H -0.7765 10.0655 2.2764
40 H -2.1727 9.3722 3.0352
41 H -0.7163 7.6368 3.9525
42 H 1.4532 8.7404 3.1004
43 H 1.0015 8.0351 1.5351
44 H 2.5520 6.7984 2.8079
45 H 1.1071 5.7423 2.7028
46 H 2.6534 5.7682 6.0884
47 H 3.4767 5.6654 4.5335
48 H 1.9410 4.7280 5.0336
49 C 2.5574 2.8448 13.2860
50 O 2.8631 1.4066 13.1059
51 C 3.6262 0.9506 14.2348
52 C 4.1294 -0.5212 13.9216
53 N 4.9941 -0.6030 12.6811
54 C 6.3717 0.0313 12.8275
55 C 7.0914 -0.0306 11.4688
56 O 6.1814 0.0509 10.3812
57 C 6.7706 -0.2648 9.0979
58 H 1.8832 3.2965 12.5584
59 H 3.3979 3.5387 13.2723
60 H 1.9744 2.9454 14.2014
61 H 3.0838 1.0029 15.1789
62 H 4.4601 1.6151 14.4610
63 H 3.3348 -1.2669 13.8966
64 H 4.5993 -0.8770 14.8384
65 H 4.6267 -0.0110 11.9498
66 H 6.9192 -0.3060 13.7076
67 H 6.3039 1.1175 12.8883
68 H 7.7819 -0.8740 11.4699
69 H 7.6789 0.8742 11.3133
70 H 7.6235 0.3749 8.8713
71 H 5.9910 0.0270 8.3943
72 H 7.0339 -1.3165 8.9851
73 C -1.5745 9.4120 -6.9250
74 O -0.2118 9.6005 -6.4689
75 C 0.0463 8.7996 -5.3012
76 C 0.4798 7.3465 -5.8385
77 N -0.5368 6.3196 -5.8305
78 C 0.1487 5.0200 -5.7910
79 C 0.9820 4.6885 -7.0533
80 O 0.2226 4.3329 -8.2075
81 C 0.9161 3.7359 -9.3001
82 H -1.7382 8.3347 -6.8971
83 H -1.6673 9.6999 -7.9722
84 H -2.2721 9.7177 -6.1453
85 H -0.6776 8.7236 -4.4898
86 H 0.9636 9.2364 -4.9065
87 H 1.2336 7.0552 -5.1071
88 H 1.1610 7.4769 -6.6794
89 H -1.0437 6.2651 -6.7023
90 H -0.5569 4.2457 -5.4900
91 H 0.9537 5.1215 -5.0632
92 H 1.4574 3.7213 -6.8898
93 H 1.7955 5.3315 -7.3891
94 H 0.2265 3.4473 -10.0934
95 H 1.5859 2.9368 -8.9822
96 H 1.5824 4.4534 -9.7790
97 C -2.7584 -9.8517 -0.8075
98 O -3.5224 -10.0044 -2.0030
99 C -4.8716 -10.3499 -1.8249
100 C -4.9945 -11.8338 -1.4435
101 N -6.3977 -12.1203 -0.9817
102 C -7.4447 -11.9738 -1.9268
103 C -8.8758 -12.2578 -1.3783
104 O -8.9292 -13.3241 -0.4075
105 C -8.8920 -14.6567 -0.9423
106 H -2.5005 -10.7914 -0.3190
107 H -3.2445 -9.2977 -0.0045
108 H -1.7740 -9.3978 -0.9214
109 H -5.4495 -10.1999 -2.7369
110 H -5.2494 -9.6868 -1.0467
111 H -4.2974 -12.0571 -0.6359
112 H -4.7090 -12.4008 -2.3296
113 H -6.3809 -13.1099 -0.7803
114 H -7.1654 -12.6491 -2.7355
115 H -7.4220 -10.9992 -2.4145
116 H -9.4726 -12.4114 -2.2774
117 H -9.3928 -11.3492 -1.0696
118 H -8.5187 -15.3483 -0.1871
119 H -8.2106 -14.7676 -1.7858
120 H -9.9018 -14.9306 -1.2480
121 C -12.9725 -4.0613 -2.8983
122 O -11.7848 -3.3204 -2.8649
123 C -11.5634 -2.8154 -1.5951
124 C -10.5860 -1.6194 -1.5572
125 N -10.1861 -1.2645 -0.2395
126 C -9.0854 -0.3109 -0.4532
127 C -7.5946 -1.0004 -0.5438
128 O -7.4498 -2.0023 0.4578
129 C -6.0577 -2.3454 0.5859
130 H -13.1770 -4.5381 -3.8569
131 H -13.9033 -3.5177 -2.7362
132 H -12.9024 -4.8101 -2.1093
133 H -11.2805 -3.6220 -0.9187
134 H -12.4536 -2.3407 -1.1824
135 H -11.1188 -0.8027 -2.0442
136 H -9.7303 -1.6391 -2.2322
137 H -9.6428 -2.0358 0.1212
138 H -9.0861 0.3232 0.4333
139 H -9.2704 0.4456 -1.2158
140 H -6.7835 -0.2780 -0.4535
141 H -7.3677 -1.4838 -1.4941
142 H -6.0208 -3.1865 1.2782
143 H -5.3882 -1.6404 1.0786
144 H -5.7678 -2.6265 -0.4265
145 C -1.6344 -3.4252 -7.0518
146 O -2.0120 -2.7686 -6.1393
147 N -1.5395 -4.7227 -7.0568
148 N -1.0930 -2.9890 -8.1411
149 H -1.0027 -5.0811 -7.8337
150 H -1.8052 -5.3397 -6.3026
151 H -0.9609 -3.5902 -8.9419
152 H -1.1680 -1.9867 -8.2410
153 C 2.8806 -1.3058 -0.4671
154 O 3.3674 -0.3915 -1.0338
155 N 2.9788 -1.4475 0.8038
156 N 2.2650 -2.2987 -0.9734
157 H 3.3214 -0.6251 1.2795
158 H 2.5745 -2.2206 1.3128
159 H 2.2861 -2.3136 -1.9831
160 H 1.7187 -2.8289 -0.3097
161 C 5.0120 -6.5563 5.9912
162 O 4.4525 -6.0103 5.1223
163 N 5.9183 -7.5351 5.7778
164 N 4.8005 -6.3585 7.2401
165 H 6.4910 -7.7184 6.5893
166 H 6.3795 -7.7919 4.9167
167 H 4.2018 -5.5817 7.4814
168 H 5.4143 -6.7071 7.9625

Atoms 1-6, force components in eV/Å:
0.283 0.835 -1.147
0.425 -0.313 0.466
-0.495 2.120 -0.191
-2.422 -1.736 -0.139
0.849 1.728 0.181
-0.583 0.667 -0.099

Output
Structure (SMILES)   COCCNCCOC.COCCNCCOC.COCCNCCOC.COCCNCCOC.COCCNCCOC.COCCNCCOC.NC(N)=O.NC(N)=O.NC(N)=O
Frontier orbital gap   8.999 eV
Total charge   0
E_HOMO   -8.5 eV
Spin multiplicity   1
Energy relative to the best compared isomer or geometry (same formula, charge and spin)   9.619 eV
E_LUMO   0.5 eV

Here are the Löwdin charges for atoms 1 to 5, given in e: -0.13 -0.20 -0.20 -0.18 -0.06